(1)
11
Properties=species:S:1:pos:R:3:forces:R:3:lowdin_charge:R:1 method="wB97M-V/def2-TZVPD" homo_lumo_gap_ev="4.996 / 4.998" lumo_ev="-4.07 / -4.07"
C -2.068 0.262 -0.375 0.4 1.6 -1.6 -0.55
C 1.161 0.937 0.020 -0.8 -0.4 0.0 -0.68
N -1.701 1.151 -1.049 -0.2 0.0 -0.1 0.11
N -2.290 -0.628 0.481 1.1 -1.4 2.1 0.12
O 1.065 -1.646 -0.943 -0.8 0.3 0.2 -0.32
O 1.422 -1.363 1.489 -0.8 0.1 0.0 -0.33
S 0.760 -0.958 0.280 0.6 0.1 -0.1 0.77
Br 3.011 0.983 -0.298 0.4 0.1 -0.1 0.76
H 0.583 1.279 -0.834 0.0 0.0 0.1 0.01
H 0.901 1.423 0.954 -0.1 -0.2 0.0 0.05
H -2.847 -1.441 0.274 0.0 -0.2 -0.5 0.06

***

(2)
9
Properties=species:S:1:pos:R:3:forces:R:3:lowdin_charge:R:1 method="wB97M-V/def2-TZVPD" homo_lumo_gap_ev=8.232 lumo_ev=-0.50
C -1.217 -0.724 1.101 0.9 0.5 2.1 -0.07
C 1.099 0.959 -0.962 0.0 1.6 -1.3 -1.22
N -0.709 -1.032 -0.008 1.8 -0.3 -5.3 -0.25
N -0.187 -1.132 -1.052 -1.8 -0.7 3.5 0.17
S -0.074 1.892 -0.339 0.6 -0.2 -0.6 0.56
Br 2.359 0.174 0.228 0.4 -0.2 -0.2 0.59
H -2.245 -0.441 1.212 -0.2 -0.1 -0.2 0.07
H -0.463 -0.657 1.908 -0.8 -0.1 -0.4 0.09
H 1.438 0.961 -2.087 -0.9 -0.4 2.4 0.05

***

Strongest force on any atom: 0.053 0.109 (Eh/bohr)
Total energy: -90070.4141 -85977.1246 (eV)
ΔE to the lowest compared entry with this formula, charge and spin: 67.8 66.1 (kcal per mole)